C61H59GeKN2O3PS3 as an isolated structure. Source: the OMol25 dataset; level of theory: ωB97M-V with the def2-TZVPD basis set.

Energy relative to the best compared isomer or geometry (same formula, charge and spin)   1.097 eV
Total charge   +1
LUMO level   -2.15 eV
HOMO   -7.99 eV
Largest force on an atom   0.5 eV/A
Spin multiplicity   1
Orbital gap   0.215 hartree

```
131
Properties=species:S:1:pos:R:3:forces:R:3
K -0.0683 0.5271 -1.5367 0.4 -0.3 0.0
O -1.5450 2.0160 -0.0188 -0.2 0.0 0.1
S -1.0670 3.1693 0.8186 0.1 0.1 -0.1
C -1.1448 4.5999 -0.3006 0.0 -0.1 -0.1
C -0.2891 4.4013 -1.5592 0.0 0.1 -0.1
C -1.0296 4.8589 -2.8231 0.0 0.0 0.1
C -2.2289 3.9763 -3.1909 0.1 0.0 0.0
S -1.7628 2.6360 -4.3228 -0.1 0.2 0.0
O -0.8147 1.7668 -3.5669 -0.1 -0.1 -0.2
C -3.3675 1.8346 -4.2917 0.0 0.0 0.0
C -3.5751 0.7379 -3.4727 0.0 0.0 -0.1
C -4.8314 0.1487 -3.4311 0.0 0.1 0.0
C -5.8618 0.6568 -4.2084 0.0 0.0 0.0
C -5.6386 1.7456 -5.0405 0.0 0.0 0.0
C -4.3861 2.3362 -5.0903 0.0 0.0 0.0
C -2.4453 3.6494 1.8479 0.0 -0.1 0.1
C -3.7195 3.1882 1.5618 0.0 0.0 0.0
C -4.7663 3.5396 2.4022 0.0 0.0 0.0
C -4.5296 4.3435 3.5095 0.0 0.0 0.0
C -3.2456 4.7921 3.7907 0.0 0.0 0.0
C -2.1917 4.4342 2.9634 0.0 0.0 0.0
H -0.8229 5.4644 0.2809 0.0 0.0 0.0
H -2.2023 4.7314 -0.5388 0.0 0.0 0.0
H 0.0135 3.3614 -1.6885 -0.1 0.0 0.1
H 0.6363 4.9704 -1.4590 0.0 0.0 0.0
H -0.3304 4.8980 -3.6608 0.0 0.0 0.0
H -1.3849 5.8812 -2.6752 0.0 0.0 0.0
H -2.9993 4.5380 -3.7202 0.0 0.0 0.0
H -2.6788 3.4967 -2.3189 0.0 0.0 0.0
H -2.7479 0.3299 -2.9079 0.0 0.1 0.1
H -5.0032 -0.7074 -2.7925 0.0 0.0 0.0
H -6.8398 0.1979 -4.1756 0.0 0.0 0.0
H -6.4388 2.1299 -5.6570 0.0 0.0 0.0
H -4.2014 3.1764 -5.7471 0.0 0.0 0.0
H -3.8713 2.5495 0.7022 0.0 0.0 0.0
H -5.7664 3.1845 2.1956 0.0 0.0 0.0
H -5.3482 4.6138 4.1616 0.0 0.0 0.0
H -3.0638 5.4085 4.6602 0.0 0.0 0.0
H -1.1806 4.7477 3.1880 0.1 0.0 0.0
C 5.5418 5.3235 0.1858 0.0 0.0 0.0
C 4.7518 4.9679 -0.8986 0.0 0.0 0.0
C 3.7930 3.9770 -0.7617 0.0 0.0 0.0
C 3.6188 3.3154 0.4532 0.0 -0.1 0.1
C 4.4225 3.6732 1.5322 0.0 -0.1 0.0
C 5.3740 4.6740 1.4000 0.0 0.0 0.0
P 2.3523 1.9925 0.4856 -0.3 -0.1 -0.3
C 2.1109 1.7028 2.2779 0.0 0.1 0.0
C 2.1725 0.4454 2.8712 0.0 0.0 -0.1
C 1.8065 0.2634 4.1997 0.0 0.1 0.0
C 1.3960 1.3409 4.9650 0.0 0.0 0.0
C 1.3467 2.6068 4.3939 0.0 0.0 0.0
C 1.6867 2.7807 3.0643 0.0 -0.1 0.0
C 3.2345 0.5423 -0.1947 0.2 0.0 0.2
C 4.3982 0.0905 0.4482 -0.1 -0.1 -0.1
C 5.1227 -0.9535 -0.0974 0.0 0.1 0.2
C 4.7062 -1.4852 -1.3144 -0.1 0.0 -0.2
C 3.5692 -0.9944 -1.9457 0.1 0.0 0.2
C 2.7428 0.0194 -1.4095 -0.1 0.1 0.0
H 6.2864 6.1011 0.0837 0.0 0.0 0.0
H 4.8828 5.4637 -1.8506 0.0 0.0 0.0
H 3.1790 3.6899 -1.6091 0.0 0.0 0.0
H 4.3057 3.1674 2.4846 0.0 0.0 0.0
H 5.9918 4.9424 2.2463 0.0 0.0 0.0
H 2.5171 -0.3997 2.2877 0.0 0.0 0.0
H 1.8471 -0.7254 4.6348 0.0 -0.1 0.0
H 1.1228 1.2003 6.0017 0.0 0.0 0.0
H 1.0407 3.4587 4.9875 0.0 0.0 0.0
H 1.6387 3.7697 2.6221 0.0 0.0 0.0
H 4.7367 0.5638 1.3650 0.0 0.0 0.0
H 6.0207 -1.3154 0.3874 0.0 0.0 0.0
H 5.2890 -2.2683 -1.7866 0.1 -0.1 0.0
H 3.3304 -1.4164 -2.9195 0.0 0.1 0.0
N 0.5000 -4.1301 -0.8391 0.1 0.1 0.1
C 0.9218 -3.6855 0.3290 0.0 -0.2 0.0
S 0.8509 -1.9768 0.6859 0.0 0.0 -0.1
N 1.4282 -4.5378 1.2207 -0.1 0.2 -0.1
C 1.9616 -4.1783 2.5052 0.2 0.1 -0.1
C 1.4385 -4.7646 3.6428 -0.1 -0.1 0.0
C 1.9612 -4.4249 4.8825 0.0 0.0 0.0
C 2.9869 -3.4963 4.9743 0.0 0.0 -0.1
C 3.5120 -2.9181 3.8226 -0.1 -0.1 0.1
C 3.0110 -3.2709 2.5824 0.0 -0.1 -0.1
H 0.1261 -3.4812 -1.5352 0.1 0.1 0.0
H 0.5276 -5.1129 -1.0684 0.0 0.0 0.0
H 1.4075 -5.5217 0.9881 0.1 0.0 0.0
H 0.6286 -5.4797 3.5589 0.0 0.0 0.0
H 1.5617 -4.8836 5.7761 0.0 0.0 0.0
H 3.3854 -3.2270 5.9418 0.0 0.0 0.0
H 4.3191 -2.2031 3.8890 0.0 0.0 0.0
H 3.4235 -2.8447 1.6770 0.1 0.1 0.0
C -1.6861 -1.9253 -4.8854 0.0 0.0 0.0
C -0.4959 -2.3768 -4.0860 -0.1 0.0 0.2
O -0.5192 -2.2785 -2.8592 0.0 -0.1 -0.2
C 0.6803 -2.9350 -4.7947 0.1 0.0 0.0
C 0.6523 -3.2040 -6.1631 0.0 0.0 0.0
C 1.7664 -3.7252 -6.7974 0.1 0.0 0.0
C 2.9262 -3.9715 -6.0747 -0.1 0.0 0.1
C 2.9724 -3.6840 -4.7161 0.0 0.0 -0.1
C 1.8564 -3.1694 -4.0823 -0.1 0.0 0.1
H -2.5211 -1.7412 -4.2176 0.0 0.0 0.0
H -1.9744 -2.6667 -5.6288 0.0 0.0 0.0
H -1.4398 -1.0004 -5.4103 0.0 0.0 0.0
H -0.2365 -3.0098 -6.7448 0.0 0.0 0.0
H 1.7335 -3.9333 -7.8574 0.0 0.0 0.0
H 3.7982 -4.3705 -6.5732 0.0 0.0 0.0
H 3.8842 -3.8368 -4.1563 0.0 0.0 0.0
H 1.9111 -2.8868 -3.0405 -0.1 -0.1 0.0
Ge -1.3861 -1.7954 1.2497 0.2 0.2 -0.2
C -1.4543 -1.1439 3.0559 -0.1 0.0 0.0
C -1.0015 -1.8564 4.1635 0.0 0.0 0.0
C -1.1186 -1.3085 5.4319 0.0 0.0 0.0
C -1.6700 -0.0445 5.5946 0.0 0.0 0.0
C -2.0945 0.6816 4.4927 0.0 0.1 0.0
C -1.9911 0.1328 3.2233 0.1 -0.1 0.0
C -2.1863 -3.4759 0.7426 0.0 0.0 0.2
C -2.2074 -4.5427 1.6410 0.0 0.0 -0.1
C -2.6984 -5.7801 1.2458 0.0 0.0 0.0
C -3.1734 -5.9519 -0.0470 0.0 0.0 0.0
C -3.1672 -4.8898 -0.9415 0.0 0.0 0.0
C -2.6745 -3.6540 -0.5495 0.0 0.0 0.0
H -1.8130 -0.6507 0.3323 -0.2 0.0 -0.1
H -0.5389 -2.8291 4.0415 0.0 0.0 0.0
H -0.7692 -1.8638 6.2924 0.0 0.0 0.0
H -1.7542 0.3791 6.5858 0.0 0.0 0.0
H -2.5042 1.6769 4.6148 0.0 0.0 0.0
H -2.3191 0.7015 2.3612 0.0 0.0 0.0
H -1.8511 -4.4009 2.6549 0.0 0.0 0.0
H -2.7235 -6.6036 1.9469 0.0 0.0 0.0
H -3.5634 -6.9124 -0.3533 0.0 0.0 0.0
H -3.5490 -5.0262 -1.9449 0.0 0.0 0.0
H -2.6483 -2.8349 -1.2576 0.0 0.0 0.0
```
Positions in Å, forces in eV/Å.